1.
The following is a DFT calculation (ωB97M-V/def2-TZVPD) of a cluster of 12 separate species, C29H82O12 in total at a distorted geometry.

Structure (XYZ):
```
123
Properties=species:S:1:pos:R:3:mulliken_charge:R:1
C 5.4687 -0.4316 -4.5566 -0.759
C 5.5632 -1.1185 -5.9063 -0.304
O 4.5802 -2.1122 -6.1290 -0.519
H 6.0828 0.4561 -4.7083 0.298
H 5.9007 -0.9873 -3.7244 0.247
H 4.4351 -0.1701 -4.3302 0.206
H 6.5448 -1.5747 -6.0349 0.269
H 5.4353 -0.3936 -6.7103 0.268
H 3.8454 -1.6984 -6.5877 0.284
C 3.8224 6.5427 -1.3664 -1.064
C 2.8308 7.6155 -1.8422 -0.175
O 2.6596 8.5151 -0.7362 -0.507
H 4.8131 6.9270 -1.1234 0.367
H 4.1223 5.7935 -2.0991 0.329
H 3.4005 5.9808 -0.5332 0.267
H 1.8745 7.1380 -2.0561 0.252
H 3.2269 8.1225 -2.7221 0.230
H 3.5274 8.8040 -0.4447 0.300
C 1.2757 1.7928 -0.6838 -1.154
C 0.5460 0.6753 0.0378 -0.066
O -0.0912 1.1241 1.2455 -0.514
H 2.1942 2.0553 -0.1588 0.313
H 0.7238 2.7214 -0.8298 0.302
H 1.5477 1.5140 -1.7018 0.336
H 1.2380 -0.1455 0.2262 0.233
H -0.2402 0.1764 -0.5288 0.288
H -0.5017 0.3344 1.6054 0.259
C 2.3224 2.5284 6.5730 -1.141
C 1.8948 2.9430 5.1628 -0.097
O 2.4224 1.8882 4.3603 -0.461
H 2.1464 1.4678 6.7525 0.291
H 1.7197 3.1448 7.2400 0.348
H 3.3730 2.7338 6.7783 0.295
H 2.1795 3.9863 5.0268 0.233
H 0.8193 2.9226 4.9869 0.254
H 1.7509 1.8020 3.6797 0.282
C -0.6723 6.7809 2.6071 -1.079
C -1.9873 6.3788 3.3261 -0.150
O -2.5737 7.5242 3.8312 -0.490
H -0.8091 7.4641 1.7689 0.335
H -0.2306 5.8849 2.1711 0.303
H 0.0332 7.2032 3.3226 0.292
H -1.7287 5.6023 4.0460 0.234
H -2.5210 5.8677 2.5249 0.251
H -3.4351 7.2009 4.1050 0.308
C 2.0160 -6.0291 1.2317 -1.112
C 2.6917 -5.5450 -0.0836 -0.132
O 4.0141 -5.9619 -0.1704 -0.534
H 1.9148 -7.1144 1.2259 0.320
H 1.0494 -5.5481 1.3810 0.331
H 2.5895 -5.7810 2.1248 0.300
H 2.6203 -4.4574 -0.0923 0.213
H 2.0447 -5.8878 -0.8911 0.309
H 4.3920 -5.6092 -0.9793 0.307
C -0.1291 -1.3348 -5.8712 -0.935
C -0.0435 -1.1709 -7.4229 -0.291
O 1.2223 -0.7785 -7.7813 -0.500
H 0.6590 -1.9482 -5.4345 0.306
H -1.0884 -1.7844 -5.6149 0.329
H -0.0796 -0.3284 -5.4554 0.224
H -0.7561 -0.5005 -7.9036 0.306
H -0.2760 -2.1318 -7.8820 0.279
H 1.2689 -0.6690 -8.7339 0.293
C -5.5616 0.2636 1.7838 -1.345
C -6.4742 -0.7919 2.4071 0.571
C -7.4131 -1.3552 1.3556 -1.261
O -5.6418 -1.8492 2.8556 -0.487
H -5.0101 0.9011 2.4749 0.340
H -6.1532 0.9029 1.1285 0.383
H -4.7914 -0.1168 1.1128 0.293
H -7.0309 -0.4357 3.2739 0.212
H -6.8217 -1.8774 0.6035 0.264
H -8.0331 -0.5264 1.0137 0.384
H -8.0767 -2.0798 1.8274 0.377
H -6.1895 -2.4523 3.3634 0.275
C 5.4878 -1.3738 1.9115 -1.370
C 5.1339 -2.3456 2.9647 0.902
C 6.2062 -3.3478 3.2459 -1.411
O 4.9442 -1.5298 4.1146 -0.563
H 6.3834 -0.7841 2.1073 0.342
H 4.6922 -0.6744 1.6549 0.327
H 5.7333 -1.9417 1.0141 0.337
H 4.1545 -2.7782 2.7601 0.110
H 7.2040 -2.9409 3.4099 0.361
H 6.2813 -3.9530 2.3425 0.362
H 6.0050 -4.0373 4.0657 0.343
H 4.3631 -0.8213 3.8281 0.258
C -2.9998 -3.5728 -1.8055 -1.331
C -3.0851 -5.0720 -2.0306 0.564
C -4.3838 -5.6601 -1.3777 -1.192
O -2.9318 -5.2981 -3.4185 -0.562
H -3.1985 -3.3227 -0.7633 0.361
H -3.7488 -3.0494 -2.3997 0.352
H -2.0401 -3.1877 -2.1501 0.304
H -2.2275 -5.5169 -1.5261 0.224
H -4.3968 -6.7492 -1.4184 0.345
H -5.2220 -5.1878 -1.8901 0.296
H -4.3409 -5.4056 -0.3187 0.319
H -2.5999 -6.1828 -3.5879 0.322
C -1.6432 -1.1943 5.6949 -1.118
C -1.2546 -2.4836 4.8959 0.339
C -1.9407 -3.7452 5.4635 -1.308
O -1.7108 -2.2508 3.5979 -0.449
H -1.1946 -0.3231 5.2176 0.255
H -1.2142 -1.2762 6.6936 0.378
H -2.7149 -1.0248 5.7986 0.284
H -0.1735 -2.5960 4.8138 0.315
H -1.8876 -4.5807 4.7654 0.351
H -3.0047 -3.6436 5.6771 0.290
H -1.3677 -3.9922 6.3572 0.395
H -2.6695 -2.2938 3.5743 0.260
C -3.1103 3.1337 -5.6895 -1.316
C -3.7905 2.6744 -4.4437 0.686
C -2.9202 2.6801 -3.1937 -1.198
O -4.9234 3.4920 -4.2200 -0.555
H -3.7893 3.3101 -6.5237 0.378
H -2.3090 2.4995 -6.0685 0.251
H -2.6226 4.0874 -5.4878 0.352
H -4.2388 1.6950 -4.6105 0.168
H -2.2912 3.5702 -3.1929 0.316
H -2.2216 1.8470 -3.2707 0.288
H -3.4553 2.5503 -2.2529 0.333
H -5.4082 3.6142 -5.0395 0.294
```

Kohn-Sham gap: 9.94 eV
SMILES: CC(C)O.CC(C)O.CC(C)O.CC(C)O.CC(C)O.CCO.CCO.CCO.CCO.CCO.CCO.CCO
Multiplicity: 1
ΔE to the lowest compared entry with this formula, charge and spin: 3.456 eV

---

2.
The following is a DFT calculation (ωB97M-V/def2-TZVPD) of a cluster of 11 separate species, C29H84N18O14 in total at a distorted geometry.

Structure (XYZ):
```
145
Properties=species:S:1:pos:R:3:mulliken_charge:R:1
C -1.1073 -0.7083 0.2054 -0.521
C 0.0750 0.0440 -0.5046 1.324
C 0.6695 1.1829 0.4423 -0.542
O 1.6570 1.7665 -0.3135 0.712
C 2.4525 2.7860 0.2457 -0.861
N 0.9523 -1.0353 -1.0294 0.278
H -0.8810 -0.9627 1.2409 -0.163
H -1.3712 -1.6768 -0.2194 -0.005
H -2.0655 -0.1887 0.2031 0.336
H -0.3844 0.5609 -1.3472 -0.711
H 1.0527 0.7279 1.3557 -0.398
H -0.1218 1.7821 0.8927 0.382
H 1.7004 3.5283 0.5132 0.407
H 3.0556 3.4630 -0.3593 0.230
H 2.9694 2.3083 1.0780 -0.009
H 1.8059 -0.8757 -1.5452 0.434
H 1.2747 -1.5313 -0.2108 -0.592
C -0.6782 3.1030 -2.7362 -0.659
O 0.5442 3.7188 -3.2160 -0.395
C 1.6124 2.9667 -3.6157 1.158
C 2.5740 3.9960 -4.2669 -1.144
N 2.1800 4.4025 -5.6007 -0.402
C 2.8261 5.6256 -5.9437 -0.739
C 2.6798 6.0770 -7.3988 -0.542
O 2.6248 7.4921 -7.5311 -0.312
C 2.8234 7.9257 -8.8236 -0.760
H -0.9615 2.1311 -3.1404 0.236
H -1.3961 3.9026 -2.9187 0.397
H -0.7793 2.9963 -1.6562 0.139
H 1.3801 2.2047 -4.3597 0.377
H 2.0929 2.4720 -2.7716 -0.859
H 3.5754 3.5847 -4.1399 0.536
H 2.5492 4.8732 -3.6204 0.355
H 1.2018 4.6439 -5.5303 0.311
H 3.8501 5.6569 -5.5713 0.504
H 2.4749 6.4407 -5.3110 0.374
H 1.8206 5.6309 -7.8996 0.333
H 3.4957 5.6713 -7.9969 0.303
H 2.2365 7.4500 -9.6094 0.306
H 3.8430 7.6635 -9.1063 0.325
H 2.6625 8.9912 -8.9877 0.263
C -4.5383 1.6024 1.5265 -0.759
O -5.4913 0.5849 1.7647 -0.344
C -5.5103 0.2232 3.1160 -0.271
C -6.6085 -0.8630 3.3783 -0.793
N -6.2156 -1.5952 4.6723 -0.253
C -7.3899 -2.2967 5.1275 -0.348
C -6.9433 -3.3398 6.1194 -0.769
O -6.7994 -2.9036 7.4388 -0.358
C -7.8286 -2.2313 8.0732 -0.773
H -5.1807 2.4727 1.6606 0.395
H -4.2679 1.5710 0.4710 0.211
H -3.5705 1.5325 2.0230 0.250
H -5.7603 1.1051 3.7058 0.315
H -4.4998 -0.1385 3.3062 0.207
H -6.3594 -1.6161 2.6307 0.254
H -7.6323 -0.6183 3.0953 0.429
H -5.4684 -2.2295 4.4285 0.187
H -7.9365 -2.8345 4.3529 0.376
H -8.0540 -1.6424 5.6923 0.319
H -6.0074 -3.7736 5.7672 0.342
H -7.6535 -4.1637 6.1889 0.379
H -7.6956 -2.3543 9.1480 0.237
H -8.8220 -2.5653 7.7738 0.320
H -7.5379 -1.2064 7.8427 0.285
C -0.2693 -6.9466 -0.3473 -0.865
O -1.1385 -6.3252 -1.3181 -0.366
C -0.4657 -5.6197 -2.4062 -0.485
C 0.0589 -4.2893 -1.8422 0.196
N 0.4365 -3.2562 -2.7464 -0.340
C -0.6299 -2.8838 -3.7110 0.257
C -0.2167 -1.6640 -4.4939 -0.267
O -1.3050 -1.1275 -5.3507 -0.322
C -1.5862 -1.5952 -6.6499 -0.703
H 0.4974 -6.3416 0.1368 0.316
H 0.2920 -7.7461 -0.8309 0.347
H -0.8123 -7.5370 0.3908 0.298
H -1.1575 -5.4988 -3.2399 0.269
H 0.4388 -6.1303 -2.7369 0.309
H 0.8600 -4.2569 -1.1037 0.318
H -0.8241 -3.9946 -1.2751 -0.388
H 0.4333 -2.4070 -2.1996 0.330
H -1.5161 -2.4684 -3.2312 -0.097
H -0.9781 -3.6812 -4.3676 0.300
H 0.6444 -1.8475 -5.1366 0.438
H 0.1225 -0.8768 -3.8207 -0.169
H -0.7300 -1.6004 -7.3245 0.296
H -2.3341 -0.8283 -6.8515 0.209
H -1.9379 -2.6227 -6.5562 0.269
C -4.4360 -2.3043 0.0359 0.780
O -4.6048 -2.8672 1.1254 -0.684
N -3.6479 -2.6417 -0.9450 -0.249
N -5.2448 -1.3362 -0.2285 -0.275
H -3.5920 -2.1810 -1.8420 0.087
H -3.1805 -3.5309 -0.8400 0.052
H -5.7414 -1.0105 0.5884 0.119
H -5.3311 -0.9085 -1.1394 0.163
C 7.3860 1.8351 0.9926 0.570
O 8.3015 2.6336 1.0716 -0.766
N 6.1998 2.2058 0.7684 -0.031
N 7.5884 0.5589 1.2568 -0.316
H 6.0563 3.1795 0.5416 0.145
H 5.5813 1.4108 0.8428 0.026
H 8.5382 0.5022 1.5954 0.186
H 6.8798 -0.1600 1.2213 0.239
C 4.0156 3.3900 5.0651 0.607
O 4.6425 3.9375 5.8756 -0.719
N 2.7793 3.3004 5.0447 -0.163
N 4.4846 2.8911 4.0116 -0.236
H 2.3790 2.7431 4.3035 0.232
H 2.2072 3.8804 5.6416 0.177
H 5.4806 2.9967 3.8818 0.101
H 4.0151 2.2715 3.3667 0.133
C -0.0829 1.2013 4.3461 -1.257
O 1.0324 1.6720 4.1564 -0.159
N -0.5035 -0.0257 3.9670 0.768
N -1.0022 1.7253 5.0475 -0.261
H 0.1339 -0.6287 3.4669 -0.385
H -1.4004 -0.4618 4.1262 0.037
H -1.5848 1.1073 5.5943 0.502
H -0.9452 2.6307 5.4914 0.174
C -0.0127 -3.6676 2.6121 -1.976
O 1.0396 -3.3410 2.0365 -0.121
N -0.9961 -4.3568 2.1496 0.474
N -0.3967 -3.3153 3.8057 -0.302
H -0.9102 -4.9102 1.3090 0.066
H -1.6723 -4.4499 2.8940 0.190
H -1.3835 -3.4857 3.9377 0.146
H 0.0364 -2.6213 4.3981 0.567
C 3.7379 -1.1943 1.2747 0.498
O 4.6914 -0.4716 1.0947 -0.686
N 3.5410 -2.2840 0.6236 -0.213
N 2.9095 -1.0531 2.2636 0.075
H 2.9935 -2.9863 1.1002 0.182
H 3.8713 -2.4116 -0.3223 0.270
H 2.9365 -0.2651 2.8949 0.111
H 2.3669 -1.8984 2.3690 -0.034
C 4.9931 0.6851 -2.2015 0.511
O 5.0616 1.3154 -3.2120 -0.732
N 5.9408 -0.0206 -1.7094 -0.204
N 3.9694 0.4833 -1.4654 0.283
H 6.7568 -0.1242 -2.2954 0.237
H 5.7330 -0.6638 -0.9590 0.186
H 4.1776 0.0256 -0.5894 0.023
H 3.1349 1.0287 -1.6277 -0.542
```

Kohn-Sham gap (alpha / beta): 2.51 / 8.80 eV
Multiplicity: 2
Total charge: -1

---

3.
The following is a DFT calculation (ωB97M-V/def2-TZVPD) of a structure of composition C29H85Br3N16O12P4 at a distorted geometry.

Structure (XYZ):
```
149
Properties=species:S:1:pos:R:3:mulliken_charge:R:1
C -0.4982 4.0966 3.1510 -0.644
N -0.2066 5.3741 3.8724 0.957
O 0.6652 6.0781 3.4293 -0.546
O -0.9329 5.6528 4.8000 -0.560
H -0.1773 3.1729 3.6262 0.198
H 0.1656 4.1992 2.2913 0.320
H -1.5257 4.0518 2.8109 0.285
C 4.6435 0.6336 0.9147 -0.453
N 3.6945 1.2350 1.8954 0.823
O 2.5836 0.7297 2.0094 -0.279
O 4.0440 2.2419 2.4820 -0.598
H 4.1865 -0.2309 0.4523 0.239
H 5.4575 0.2620 1.5357 0.342
H 4.9198 1.4125 0.2152 -0.097
C 2.4188 0.8262 5.3917 -0.803
N 1.3441 -0.1119 4.9859 1.032
O 1.5389 -1.2971 4.9339 -0.527
O 0.3228 0.4601 4.6656 -0.551
H 1.9835 1.5077 6.1224 0.320
H 2.7013 1.4477 4.5473 0.233
H 3.1957 0.2861 5.9219 0.297
C -0.8585 0.3465 1.5352 -0.651
N -0.5897 -0.0715 0.1505 1.147
O -0.9417 -1.1704 -0.2127 -0.555
O -0.1932 0.8110 -0.5668 -0.430
H -1.1371 1.3985 1.5753 0.147
H -0.0379 0.1612 2.2223 0.189
H -1.7520 -0.0395 2.0331 0.152
O 5.2432 1.6317 -2.2255 -0.910
P 4.6909 2.7419 -3.0155 0.376
N 4.5323 2.4377 -4.6622 0.251
C 3.5216 1.4659 -5.0791 -0.980
C 5.7521 2.3303 -5.4502 -0.896
N 5.5416 4.1803 -2.9269 0.288
C 5.8444 4.6721 -1.5832 -1.004
C 5.8881 5.1299 -3.9647 -1.304
N 3.1335 3.2133 -2.6145 0.503
C 2.5945 4.4573 -3.1184 -0.873
C 2.4677 2.5027 -1.5208 -1.076
H 2.7489 1.3886 -4.3145 0.228
H 3.9759 0.4811 -5.2338 0.348
H 3.0425 1.7777 -6.0111 0.313
H 6.3330 3.2196 -5.2132 0.206
H 5.5820 2.2993 -6.5269 0.340
H 6.3927 1.4665 -5.2305 0.331
H 5.2037 5.5464 -1.4169 0.363
H 5.7300 3.9439 -0.7841 0.137
H 6.8861 5.0071 -1.5445 0.402
H 5.1665 5.0994 -4.7822 0.409
H 5.8335 6.1624 -3.6092 0.400
H 6.9097 4.9395 -4.3026 0.357
H 2.7314 4.5434 -4.2014 0.267
H 1.5331 4.5100 -2.8978 0.311
H 3.2154 5.2738 -2.7319 0.208
H 1.4019 2.4432 -1.7735 0.397
H 2.6052 3.0736 -0.5976 0.362
H 2.6980 1.4395 -1.5111 0.276
O -5.0937 -1.8180 4.0604 -0.915
P -4.4725 -2.9136 3.2955 0.126
N -5.0980 -4.4264 3.6705 0.169
C -6.5415 -4.5719 3.4107 -1.036
C -4.6769 -4.9828 4.9428 -1.006
N -2.8427 -3.0967 3.5972 0.759
C -2.0125 -3.9167 2.7253 -1.256
C -2.1480 -2.3321 4.6186 -1.142
N -4.5571 -2.7628 1.6402 0.651
C -5.1146 -1.5344 1.0846 -1.363
C -4.4483 -3.9302 0.7873 -1.244
H -7.1080 -3.6683 3.6179 0.332
H -6.8517 -5.4396 4.0007 0.445
H -6.7117 -5.0436 2.4350 0.247
H -4.8635 -4.3131 5.7937 0.327
H -3.5868 -5.0688 4.9952 0.245
H -5.0833 -5.9725 5.1285 0.412
H -2.0585 -3.5889 1.6865 0.193
H -0.9836 -3.8350 3.0758 0.765
H -2.2684 -4.9778 2.8224 0.127
H -2.6109 -1.3525 4.7499 0.355
H -2.1780 -2.8040 5.6080 0.211
H -1.1204 -2.1712 4.2986 0.422
H -6.0953 -1.3221 1.5000 0.308
H -4.4017 -0.7124 1.2328 0.234
H -5.0858 -1.5490 -0.0080 0.537
H -5.4017 -4.1647 0.2995 0.356
H -4.2018 -4.7939 1.4020 0.468
H -3.6722 -3.8440 0.0219 0.293
O 4.0288 -2.8316 0.2500 -0.909
P 3.6984 -4.0315 1.0340 -0.062
N 2.1629 -4.5714 0.6986 0.676
C 1.1034 -3.6211 0.3562 -0.963
C 1.6812 -5.8722 1.1460 -1.190
N 3.8753 -3.9751 2.6791 0.587
C 4.3588 -2.7148 3.2899 -0.802
C 3.5264 -5.0040 3.6413 -0.935
N 4.6310 -5.3553 0.5990 0.245
C 5.9569 -5.4074 1.2190 -0.926
C 4.5618 -5.9319 -0.7427 -1.151
H 0.9349 -3.5323 -0.7200 0.245
H 1.3069 -2.6835 0.8710 0.262
H 0.1383 -3.9962 0.7107 0.170
H 2.4513 -6.6366 1.1876 0.340
H 0.8382 -6.1628 0.5182 0.473
H 1.2591 -5.7782 2.1560 0.272
H 3.6001 -1.9390 3.2169 0.106
H 4.4204 -2.9355 4.3533 0.383
H 5.3390 -2.4447 2.9077 0.229
H 4.0500 -4.9200 4.5925 0.391
H 2.4682 -4.9217 3.9107 0.133
H 3.7334 -5.9831 3.2086 0.380
H 5.8802 -5.8572 2.2162 0.243
H 6.6538 -5.9898 0.6262 0.428
H 6.3551 -4.4132 1.4480 0.275
H 4.2632 -6.9845 -0.6760 0.295
H 5.5310 -5.7976 -1.2165 0.466
H 3.7603 -5.4940 -1.3389 0.336
O -3.8893 5.7057 -2.2993 -0.857
P -4.4479 4.3957 -2.6502 0.202
N -4.1346 3.9659 -4.2349 0.360
C -3.7675 5.0239 -5.1898 -1.236
C -4.3438 2.6840 -4.8423 -0.997
N -6.1147 4.3101 -2.4147 0.315
C -6.9298 3.2515 -2.9902 -1.080
C -6.8641 5.5395 -2.1897 -1.015
N -3.8487 3.1437 -1.7109 0.243
C -4.5005 1.8956 -1.3283 -0.955
C -2.3790 3.0682 -1.6397 -0.727
H -3.8459 4.5768 -6.1808 0.476
H -2.7977 5.4557 -4.9762 0.266
H -4.5726 5.7625 -5.2161 0.326
H -4.7619 1.9777 -4.1354 0.295
H -3.4586 2.2872 -5.3560 0.407
H -5.0347 2.7145 -5.6985 0.357
H -6.4304 2.2881 -2.9452 0.337
H -7.8717 3.1178 -2.4590 0.373
H -7.0792 3.4657 -4.0579 0.277
H -6.2453 6.2136 -1.6010 0.338
H -7.1716 6.0005 -3.1357 0.297
H -7.7516 5.3254 -1.5894 0.342
H -4.1262 1.6754 -0.3255 0.490
H -5.5780 1.9593 -1.2037 0.343
H -4.2790 1.1046 -2.0555 0.239
H -2.0145 2.7955 -2.6392 0.326
H -2.0653 2.3715 -0.8679 -0.130
H -2.0377 4.0622 -1.3384 0.352
C -0.9860 -2.0389 -3.7216 0.533
Br -1.9093 -3.7661 -3.7318 -0.042
Br -2.1545 -0.6819 -4.5119 -0.035
Br 0.7033 -2.0533 -4.6509 0.004
H -0.8046 -1.7469 -2.6960 -0.458
```

Kohn-Sham gap: 8.21 eV
Multiplicity: 1
ΔE to the lowest compared entry with this formula, charge and spin: 0.000 eV